No. 1
Below is a single C5H10O molecule, with properties calculated with wB97M-V/def2-TZVPD.

Values from the calculation:
Relative energy (zero: lowest compared OMol25 entry of this formula, charge and spin) ... 326.1 kJ/mol
HOMO level (spin up / spin down) ... -7.07 / -6.56 eV
E_LUMO (spin up / spin down) ... 0.97 / 0.97 eV
2S+1 ... 1

CARTESIAN COORDINATES (ANGSTROEM)
C1 -1.3339 1.2966 -1.3055
C2 -0.3441 -0.8995 0.1308
C3 -0.7709 -0.5514 1.5654
C4 0.5243 0.1235 -0.4971
O1 -0.0228 1.0876 -1.1601
C5 2.0078 0.0495 -0.4312
H1 -1.5689 2.1219 -1.9558
H2 -2.0226 0.9543 -0.5450
H3 -1.2308 -0.9990 -0.5180
H4 0.1718 -1.8675 0.1276
H5 -1.1992 0.4544 1.6070
H6 0.1021 -0.5606 2.2270
H7 -1.5078 -1.2575 1.9661
H8 2.3507 0.0086 0.6128
H9 2.3602 -0.8699 -0.9173
H10 2.4839 0.9090 -0.9068

Atom charges from the Mulliken analysis, given in e for atoms 1 to 2:
1. C -0.54
2. C -0.84



No. 2
Below is a molecular structure, C38H31N2O4PTi in a non-equilibrium geometry, with properties calculated with wB97M-V/def2-TZVPD.

Values from the calculation:
HOMO level (spin up / spin down) ... -10.58 / -11.11 eV
E_LUMO (spin up / spin down) ... -3.71 / -3.82 eV
Net charge ... +1
2S+1 ... 2

CARTESIAN COORDINATES (ANGSTROEM)
Ti1 -0.0687 -0.0964 0.2003
O1 -1.3340 0.0808 -1.4197
C1 -0.6550 0.0074 -2.7028
C2 0.8698 -0.0092 -2.3590
O2 1.7025 -0.1987 -3.2056
O3 1.1010 0.2378 -1.1127
C3 -0.8479 1.2770 -3.5109
C4 -1.0493 2.4879 -2.8566
C5 -1.1736 3.6520 -3.5959
C6 -1.0729 3.6135 -4.9780
C7 -0.8532 2.4083 -5.6262
C8 -0.7390 1.2394 -4.8952
C9 -1.1828 -1.2364 -3.3968
C10 -2.5600 -1.3028 -3.6104
C11 -3.1301 -2.4527 -4.1248
C12 -2.3367 -3.5552 -4.4003
C13 -0.9666 -3.4862 -4.2119
C14 -0.3865 -2.3229 -3.7317
H1 -2.2856 0.0690 -1.6236
H2 -1.1022 2.5149 -1.7675
H3 -1.3373 4.5912 -3.0869
H4 -1.1517 4.5263 -5.5475
H5 -0.7597 2.3730 -6.7004
H6 -0.5574 0.2939 -5.3819
H7 -3.1904 -0.4491 -3.3863
H8 -4.1929 -2.4858 -4.3119
H9 -2.7890 -4.4692 -4.7537
H10 -0.3437 -4.3397 -4.4325
H11 0.6869 -2.2555 -3.6282
C15 2.7101 1.3467 6.5336
C16 3.1504 2.2149 5.5472
C17 2.7472 2.0481 4.2328
C18 1.8985 0.9961 3.9054
C19 1.4691 0.1146 4.8945
C20 1.8714 0.2922 6.2054
P1 1.2177 0.7447 2.2276
C21 2.1929 1.8491 1.1376
C22 1.5956 2.8188 0.3315
C23 2.3561 3.4915 -0.6120
C24 3.7013 3.1924 -0.7719
C25 4.2987 2.2302 0.0284
C26 3.5478 1.5546 0.9728
C27 -0.4253 1.5695 2.3387
C28 -0.8393 2.4612 3.3209
C29 -2.1351 2.9541 3.2705
C30 -2.9884 2.5693 2.2502
C31 -2.5616 1.6876 1.2615
C32 -1.2723 1.1491 1.2858
H12 3.0114 1.4985 7.5594
H13 3.8086 3.0320 5.8012
H14 3.0780 2.7370 3.4686
H15 0.8052 -0.7008 4.6318
H16 1.5316 -0.3890 6.9710
H17 0.5448 3.0678 0.4652
H18 1.8977 4.2534 -1.2270
H19 4.2823 3.7085 -1.5214
H20 5.3464 1.9981 -0.0959
H21 4.0103 0.7954 1.5936
H22 -0.1624 2.7622 4.1077
H23 -2.4770 3.6425 4.0288
H24 -3.9960 2.9577 2.2214
H25 -3.2610 1.4178 0.4731
N1 -0.9826 -6.7623 2.2904
C33 -0.7519 -6.1968 1.0848
O4 -0.6816 -6.8497 0.0636
C34 -0.6072 -4.7122 1.0373
C35 -0.8780 -3.7954 2.0636
C36 -0.7729 -2.4436 1.8304
N2 -0.3876 -1.9186 0.6357
C37 -0.0816 -2.8141 -0.3463
C38 -0.1921 -4.1676 -0.1885
H26 -1.0696 -7.7648 2.3231
H27 -0.9615 -6.2571 3.1561
H28 -1.1792 -4.1247 3.0451
H29 -0.9949 -1.7222 2.6169
H30 0.2575 -2.4054 -1.2933
H31 0.0344 -4.8438 -0.9981

Atom charges from the Mulliken analysis, given in e for atoms 1 to 2:
1. Ti -0.79
2. O 0.40



No. 3
Below is 2 unconnected molecules or ions with the total composition C4H10N2 in a non-equilibrium geometry, with properties calculated with wB97M-V/def2-TZVPD.

Values from the calculation:
Relative energy (zero: lowest compared OMol25 entry of this formula, charge and spin) ... 178.9 kJ/mol
SMILES ... [H]/N=C/N.C=CC
HOMO level ... -9.15 eV
E_LUMO ... 0.94 eV
2S+1 ... 1

CARTESIAN COORDINATES (ANGSTROEM)
C1 -2.1797 0.6228 -0.6594
C2 -0.7806 1.1962 -0.7919
C3 -0.5217 2.1136 -1.7284
H1 -2.2513 0.0096 0.2398
H2 -2.3489 -0.0574 -1.4922
H3 -2.8858 1.4529 -0.7148
H4 0.0697 0.6797 -0.3783
H5 0.4148 2.0916 -2.2619
H6 -1.3319 2.7416 -2.0877
N1 0.1362 -1.2155 1.3166
C4 1.4872 -0.9650 1.1651
N2 2.2274 -1.8074 0.5632
H7 -0.2993 -0.6581 2.0318
H8 -0.0153 -2.2141 1.3455
H9 1.8259 0.0698 1.2479
H10 3.2119 -1.5743 0.5631

Atom charges from the Mulliken analysis, given in e for atoms 1 to 2:
1. C -0.92
2. C 0.11



No. 4
Below is a molecular structure, C4H6N2O2 in a non-equilibrium geometry, with properties calculated with wB97M-V/def2-TZVPD.

Values from the calculation:
Relative energy (zero: lowest compared OMol25 entry of this formula, charge and spin) ... 352.8 kJ/mol
HOMO level ... -9.28 eV
E_LUMO ... 0.19 eV
2S+1 ... 1

CARTESIAN COORDINATES (ANGSTROEM)
C1 -0.9445 -1.2827 -0.1680
C2 0.0971 -0.4311 0.0688
C3 1.6386 -0.9715 0.1804
C4 -0.1264 1.0509 -0.1358
H1 -2.7278 -1.6907 -1.2147
H2 -2.4146 -0.0006 -0.0273
H3 -0.5937 -2.3459 -0.0425
H4 1.5859 -2.0890 0.3893
H5 -0.9108 0.8074 1.6679
H6 -1.3723 2.3249 1.0351
N1 -2.3082 -0.9958 -0.1667
N2 -0.9884 1.2888 0.8329
O1 2.7106 -0.4350 0.1157
O2 0.4795 1.7787 -0.8836

Atom charges from the Mulliken analysis, given in e for atoms 1 to 2:
1. C -0.21
2. C 0.18



No. 5
Below is a molecular structure, C11H9I2N2O6SW in a non-equilibrium geometry, with properties calculated with wB97M-V/def2-TZVPD.

Values from the calculation:
Relative energy (zero: lowest compared OMol25 entry of this formula, charge and spin) ... 0.0 kJ/mol
HOMO level (spin up / spin down) ... -11.42 / -11.50 eV
E_LUMO (spin up / spin down) ... -4.63 / -4.60 eV
Net charge ... +1
2S+1 ... 3

CARTESIAN COORDINATES (ANGSTROEM)
W1 8.1420 8.8061 5.4090
I1 5.2241 4.7149 5.0471
C1 5.7847 5.6574 6.7528
C2 5.5572 5.1349 8.0508
C3 5.9291 5.8069 9.2165
I2 5.6536 5.0052 11.0435
C4 6.5758 7.0549 9.0777
C5 7.1026 7.8190 10.1296
C6 7.8272 8.9628 9.8771
C7 7.9878 9.4080 8.5506
N1 7.5151 8.7069 7.5504
C8 6.8304 7.5601 7.7890
C9 6.4538 6.8481 6.6805
O1 6.8765 7.3592 5.5166
H1 5.0849 4.1862 8.1847
H2 6.9290 7.4802 11.1557
H3 8.2815 9.5426 10.7010
H4 8.5304 10.3181 8.2946
C10 4.6139 10.0214 5.1970
C11 5.7456 10.9334 4.8848
N2 5.5219 12.1733 4.4788
O2 6.9448 10.4935 5.0296
H5 3.6410 10.4832 4.9422
H6 4.5194 9.7861 6.2875
H7 4.6712 9.0667 4.7010
H8 4.5580 12.5011 4.3575
H9 6.2299 12.8698 4.3011
O3 9.6677 7.2685 5.5173
S1 10.3920 8.2890 4.6652
O4 11.7128 8.0319 4.2916
O5 10.0752 9.5094 5.5714
O6 9.3420 8.5636 3.6180

Atom charges from the Mulliken analysis, given in e for atoms 1 to 2:
1. W 1.73
2. I 0.16



No. 6
Below is a single C5H8N2 molecule, with properties calculated with wB97M-V/def2-TZVPD.

Values from the calculation:
Relative energy (zero: lowest compared OMol25 entry of this formula, charge and spin) ... 281.1 kJ/mol
SMILES ... C=CCNC=C=N
HOMO level ... -8.76 eV
E_LUMO ... 1.07 eV
2S+1 ... 1

CARTESIAN COORDINATES (ANGSTROEM)
C1 1.6792 -0.0627 -0.7889
C2 0.9239 0.6533 0.0432
C3 -0.4369 1.2055 -0.3081
N1 -1.3574 0.8004 0.7591
C4 -1.0850 -0.5267 1.2272
C5 -0.7845 -1.4901 0.3778
N2 -0.3490 -2.2110 -0.5169
H1 1.3706 -0.2257 -1.8205
H2 2.6325 -0.4869 -0.4868
H3 0.6196 -1.8743 -0.6848
H4 1.2474 0.8397 1.0669
H5 -0.7336 0.8362 -1.3044
H6 -0.4037 2.3023 -0.3602
H7 -2.3314 0.9269 0.5015
H8 -0.9917 -0.6870 2.2948

Atom charges from the Mulliken analysis, given in e for atoms 1 to 2:
1. C -1.12
2. C 0.01



No. 7
Below is a single C2H4O3 molecule in a non-equilibrium geometry, with properties calculated with wB97M-V/def2-TZVPD.

Values from the calculation:
Relative energy (zero: lowest compared OMol25 entry of this formula, charge and spin) ... 333.0 kJ/mol
SMILES ... CC(=O)OO
HOMO level ... -10.45 eV
E_LUMO ... 0.73 eV
2S+1 ... 1

CARTESIAN COORDINATES (ANGSTROEM)
C1 -0.4995 -0.6279 0.0526
C2 0.7866 0.0214 -0.2063
O1 -2.8880 0.3337 -0.0427
O2 -1.4402 0.4390 -0.1737
O3 -0.8547 -1.6553 0.5039
H1 1.4751 -0.4328 0.4997
H2 0.5818 1.0401 -0.0829
H3 1.0972 -0.1714 -1.2497
H4 -3.2918 0.9569 -0.7192

Atom charges from the Mulliken analysis, given in e for atoms 1 to 2:
1. C 0.66
2. C -0.83



No. 8
Below is 2 unconnected molecules or ions with the total composition C2H5B in a non-equilibrium geometry, with properties calculated with wB97M-V/def2-TZVPD.

Values from the calculation:
Relative energy (zero: lowest compared OMol25 entry of this formula, charge and spin) ... 201.2 kJ/mol
HOMO level ... -9.71 eV
E_LUMO ... 0.41 eV
2S+1 ... 1

CARTESIAN COORDINATES (ANGSTROEM)
B1 0.9125 0.4214 -0.0893
C1 -0.5720 0.5039 0.0574
C2 0.0956 -0.8314 -0.1117
H1 1.8900 1.0569 0.0597
H2 -0.8938 0.7783 1.1062
H3 -1.6126 0.9324 -0.8833
H4 0.0225 -1.5583 -0.9319
H5 0.1577 -1.3032 0.7931

Atom charges from the Mulliken analysis, given in e for atoms 1 to 2:
1. B 0.07
2. C -0.45



No. 9
Below is 2 unconnected molecules or ions with the total composition C4H10O2S3 in a non-equilibrium geometry, with properties calculated with wB97M-V/def2-TZVPD.

Values from the calculation:
Relative energy (zero: lowest compared OMol25 entry of this formula, charge and spin) ... 215.2 kJ/mol
HOMO level (spin up / spin down) ... -8.28 / -7.95 eV
E_LUMO (spin up / spin down) ... -0.84 / -0.43 eV
2S+1 ... 1

CARTESIAN COORDINATES (ANGSTROEM)
C1 -2.0777 1.0941 -1.7882
C2 2.6646 1.6317 -0.5421
C3 -0.5404 -2.3333 1.7084
C4 -1.0612 0.1788 0.7567
O1 2.2152 -0.3764 1.2328
O2 -0.1009 -1.8032 -0.7163
S1 -2.1997 1.2835 0.0918
S2 1.8026 0.0061 -0.1141
S3 -1.2518 -1.5503 0.1812
H1 -2.6284 0.3697 -2.3702
H2 -0.9754 0.7951 -1.8942
H3 -2.1953 2.1099 -2.1069
H4 2.8656 2.4383 0.2177
H5 2.0043 2.0455 -1.3276
H6 3.6584 1.3186 -0.9762
H7 -0.8003 -3.3937 1.5496
H8 -1.0479 -2.0338 2.6359
H9 0.5205 -2.0163 1.6368
H10 -0.8521 0.2355 1.8249

Atom charges from the Mulliken analysis, given in e for atoms 1 to 2:
1. C -0.77
2. C -0.83



No. 10
Below is 2 unconnected molecules or ions with the total composition C4H12NO2P in a non-equilibrium geometry, with properties calculated with wB97M-V/def2-TZVPD.

Values from the calculation:
Relative energy (zero: lowest compared OMol25 entry of this formula, charge and spin) ... 500.4 kJ/mol
HOMO level (spin up / spin down) ... -6.61 / -7.15 eV
E_LUMO (spin up / spin down) ... 0.67 / 0.66 eV
2S+1 ... 1

CARTESIAN COORDINATES (ANGSTROEM)
C1 1.6039 -0.5313 -0.8439
C2 0.6601 -2.5964 -1.9708
C3 -1.3217 0.3591 -1.3634
C4 0.4847 -1.2630 -1.3875
N1 -0.9894 1.0652 3.1704
O1 0.2213 2.9889 2.2346
O2 -0.6905 -0.7709 -1.6289
P1 -1.2262 2.2817 1.9424
H1 1.1432 0.3398 -0.4792
H2 1.9935 -1.1844 -0.0381
H3 2.3890 -0.3310 -1.5871
H4 0.9813 -2.4307 -3.0477
H5 -0.2691 -3.1048 -2.0710
H6 1.3945 -3.2153 -1.4098
H7 -0.8237 0.9869 -0.5755
H8 -2.4162 0.2653 -1.3638
H9 -2.0025 3.1884 2.6245
H10 -1.7306 0.3104 3.1645
H11 -0.0834 0.6794 3.1798
H12 0.6816 2.9629 1.4503

Atom charges from the Mulliken analysis, given in e for atoms 1 to 2:
1. C -0.75
2. C -1.24



Please write out number 7 again, unchanged.
Below is a single C2H4O3 molecule in a non-equilibrium geometry, with properties calculated with wB97M-V/def2-TZVPD.

Values from the calculation:
Relative energy (zero: lowest compared OMol25 entry of this formula, charge and spin) ... 333.0 kJ/mol
SMILES ... CC(=O)OO
HOMO level ... -10.45 eV
E_LUMO ... 0.73 eV
2S+1 ... 1

CARTESIAN COORDINATES (ANGSTROEM)
C1 -0.4995 -0.6279 0.0526
C2 0.7866 0.0214 -0.2063
O1 -2.8880 0.3337 -0.0427
O2 -1.4402 0.4390 -0.1737
O3 -0.8547 -1.6553 0.5039
H1 1.4751 -0.4328 0.4997
H2 0.5818 1.0401 -0.0829
H3 1.0972 -0.1714 -1.2497
H4 -3.2918 0.9569 -0.7192

Atom charges from the Mulliken analysis, given in e for atoms 1 to 2:
1. C 0.66
2. C -0.83



Question: What is the formula in the tenth record?
Answer: C4H12NO2P



Question: Which value of 2S+1 does entry 7 give?
Answer: 1



Question: Which value of 2S+1 does entry 5 give?
Answer: 3